Entry 1:
A cluster of 10 separate species, C27H68NO11S9 in total at a distorted geometry. Source: the OMol25 dataset; level of theory: ωB97M-V/def2-TZVPD.

Its LUMO energy is 0.048 hartree. The gap between HOMO and LUMO is 2.568 eV. As for the total energy: -5534.99934 a.u. Its total charge is -1.

Element x y z (Å)
C  7.12546  -7.90701  2.11304
C  6.23311  -6.80905  2.30569
C  5.12431  -5.62684  2.72054
C  5.13752  -5.54226  4.36252
C  3.84000  -4.78441  5.02212
N  2.51591  -5.24804  4.45222
C  1.96472  -4.24084  3.46780
C  0.57820  -4.79178  2.77849
C  0.35777  -6.41430  2.86996
C  -0.57414  -6.84551  4.17227
O  -1.22644  -5.95254  4.96049
O  -0.71614  -8.29026  4.46704
H  7.76490  -8.87089  2.40965
H  5.46123  -4.61865  2.18562
H  4.06501  -5.88104  2.28025
H  6.12273  -4.95213  4.66176
H  5.23018  -6.66568  4.75232
H  3.82884  -5.08643  6.17619
H  3.90825  -3.60125  5.00902
H  1.78114  -3.17889  3.98089
H  2.74725  -4.10230  2.58083
H  -0.30661  -4.18467  3.27477
H  0.65225  -4.50207  1.62462
H  1.35229  -7.04631  2.90089
H  -0.22454  -6.78665  1.89665
H  -0.57709  -8.83071  3.61764
C  4.92465  -0.07569  1.27712
S  3.91025  -0.46658  2.72310
O  4.17056  -1.89941  3.08276
C  2.32291  -0.40303  1.85801
H  5.97589  -0.09601  1.57432
H  4.75635  -0.81585  0.49127
H  4.67179  0.92278  0.91290
H  2.31607  -1.12285  1.03584
H  2.15665  0.60630  1.47434
H  1.53051  -0.65505  2.56640
C  2.52465  4.17431  -0.97288
S  1.51025  3.78342  0.47310
O  1.77056  2.35059  0.83276
C  -0.07709  3.84697  -0.39199
H  3.57589  4.15399  -0.67568
H  2.35635  3.43415  -1.75873
H  2.27179  5.17278  -1.33710
H  -0.08393  3.12715  -1.21416
H  -0.24335  4.85630  -0.77566
H  -0.86949  3.59495  0.31640
C  -1.97919  -0.23816  -0.29431
S  -2.94143  1.21366  -0.78316
O  -2.76680  2.25144  0.28578
C  -4.56348  0.45075  -0.54031
H  -0.91795  0.01882  -0.33394
H  -2.24186  -0.53526  0.72376
H  -2.17806  -1.05843  -0.98797
H  -4.66578  0.11066  0.49313
H  -4.67633  -0.39253  -1.22569
H  -5.33351  1.19540  -0.75426
C  1.78670  6.78774  2.82638
S  1.01187  7.97022  1.69765
O  1.09042  7.39255  0.31554
C  2.30296  9.22975  1.83455
H  1.16510  5.89020  2.86979
H  2.78211  6.52137  2.46315
H  1.85624  7.22721  3.82416
H  3.26656  8.81177  1.53302
H  2.35543  9.58789  2.86536
H  2.04749  10.06262  1.17555
C  4.79277  4.23945  6.60845
S  3.57005  5.22522  5.71074
O  4.01551  5.30312  4.28049
C  3.98859  6.79963  6.49695
H  4.73971  3.20887  6.24937
H  5.79568  4.63403  6.42905
H  4.56617  4.26147  7.67695
H  5.04163  7.03534  6.32464
H  3.78887  6.73645  7.56920
H  3.36592  7.58320  6.05931
C  -4.28242  4.16174  -4.34513
S  -5.29682  3.77085  -2.89915
O  -5.03651  2.33802  -2.53949
C  -6.88417  3.83439  -3.76424
H  -3.23118  4.14142  -4.04793
H  -4.45073  3.42158  -5.13098
H  -4.53528  5.16021  -4.70934
H  -6.89101  3.11458  -4.58641
H  -7.05042  4.84373  -4.14791
H  -7.67656  3.58238  -3.05585
C  3.82297  -8.33489  -1.88495
S  4.49979  -6.98848  -0.88407
O  3.34516  -6.16420  -0.39674
C  5.26018  -6.09759  -2.26254
H  3.26422  -9.00777  -1.23006
H  3.15222  -7.93280  -2.64793
H  4.64019  -8.88598  -2.35609
H  4.50019  -5.83443  -3.00235
H  6.02951  -6.72316  -2.72122
H  5.71994  -5.18536  -1.87565
C  -8.42932  -0.11151  -4.99753
S  -9.39155  1.34031  -5.48637
O  -9.21692  2.37809  -4.41743
C  -11.01361  0.57740  -5.24352
H  -7.36807  0.14547  -5.03716
H  -8.69198  -0.40861  -3.97946
H  -8.62818  -0.93178  -5.69118
H  -11.11590  0.23731  -4.21008
H  -11.12645  -0.26588  -5.92890
H  -11.78364  1.32205  -5.45748
C  -4.20057  0.17336  -6.28885
S  -4.58582  1.71433  -7.15467
O  -6.03705  2.01282  -6.92027
C  -4.43378  1.03200  -8.82302
H  -4.27243  0.35174  -5.21327
H  -4.91260  -0.60434  -6.57510
H  -3.18337  -0.13958  -6.53563
H  -5.13129  0.20075  -8.95202
H  -3.40884  0.69036  -8.98546
H  -4.67061  1.81840  -9.54323

=====

Entry 2:
A structure of composition C27H69N4Na2O10 at a distorted geometry. Source: the OMol25 dataset; level of theory: ωB97M-V/def2-TZVPD.

Its LUMO energy is -0.160 hartree. The gap between HOMO and LUMO is 4.416 eV. As for the total energy: -2365.53212 a.u. Its total charge is +1.

Element x y z (Å)
Na  15.45696  25.33453  25.89985
Na  14.23756  20.12275  24.89899
C  15.50328  21.08365  21.10648
C  15.77297  22.38994  21.73076
O  15.12412  22.66091  22.88900
H  15.91680  20.28830  21.72659
H  15.94055  20.95893  20.11585
H  14.49066  20.68999  21.01862
H  15.44950  23.18167  21.05502
H  16.83390  22.40585  21.98029
C  10.56057  25.27225  21.87803
O  11.85405  25.79299  22.12496
H  9.98144  26.06989  22.34331
H  10.25537  25.07672  20.85006
H  10.46228  24.41555  22.54473
H  12.48380  25.09332  22.31332
C  11.76219  20.51141  16.46370
O  10.93096  20.28539  15.28897
C  9.59216  20.32794  15.64342
C  8.69731  20.58969  14.36926
N  8.90233  19.58124  13.39667
C  8.07897  19.61534  12.18629
C  6.69049  18.87970  12.25201
O  5.71983  19.19287  11.27080
C  5.43821  20.59549  11.07844
H  11.52442  21.38325  17.07317
H  12.74504  20.67034  16.02003
H  11.86621  19.60886  17.06594
H  9.37306  21.15053  16.32418
H  9.32301  19.36011  16.06644
H  8.90179  21.65526  14.26518
H  7.61442  20.67281  14.46159
H  9.85529  19.63408  13.06628
H  8.69132  19.16612  11.40441
H  8.03384  20.65117  11.84995
H  6.29487  19.06016  13.25152
H  6.78928  17.79755  12.16668
H  4.93315  20.80461  10.13541
H  6.31311  21.22098  10.90119
H  4.99837  21.14531  11.91051
C  16.92170  28.49404  28.74556
O  17.65964  28.16805  27.59214
C  18.01122  29.34313  26.78419
C  17.95524  28.98972  25.24251
N  18.69625  27.74004  24.97255
C  18.49466  27.41314  23.51201
C  19.37402  28.39680  22.54664
O  20.70055  28.63595  23.06539
C  21.55952  27.46816  23.06694
H  15.88318  28.70479  28.49028
H  17.39261  29.34913  29.23051
H  16.95688  27.65820  29.44430
H  19.06729  29.53174  26.97717
H  17.44634  30.24739  27.01071
H  18.21431  29.84562  24.61929
H  16.91289  28.80251  24.98450
H  19.63317  28.10655  24.88320
H  17.48295  27.44944  23.10800
H  18.84529  26.39930  23.31884
H  18.79672  29.31383  22.66448
H  19.22646  27.99779  21.54309
H  22.29286  27.45747  23.87329
H  22.15825  27.67253  22.17932
H  21.07239  26.49355  23.03655
C  19.37463  20.74395  15.62316
O  20.66265  21.21612  15.19742
C  20.57517  21.68198  13.86306
C  21.96793  21.89469  13.20309
N  22.74459  23.02463  13.82071
C  22.23856  24.20262  13.26702
C  22.57275  25.38583  14.22890
O  22.35299  25.11695  15.59174
C  20.94586  25.29774  16.00317
H  19.13353  19.76345  15.21257
H  18.60902  21.49530  15.42975
H  19.38780  20.65326  16.70930
H  19.94090  22.56818  13.88431
H  20.07580  20.99838  13.17646
H  21.91814  21.96715  12.11664
H  22.57992  21.01600  13.40675
H  22.58563  23.08213  14.81646
H  21.15320  24.29901  13.23869
H  22.60425  24.40459  12.26026
H  22.03989  26.28004  13.90556
H  23.61247  25.68195  14.08964
H  20.46289  26.19824  15.62378
H  20.89758  25.25494  17.09125
H  20.29195  24.47150  15.72417
C  18.00989  19.32980  24.57485
O  16.81177  18.54132  24.33049
C  16.99036  17.14324  24.28253
C  15.65121  16.63726  23.65005
N  14.52812  16.92848  24.49548
C  13.28129  16.27726  24.04657
C  12.43440  17.26515  23.14640
O  12.25996  18.57023  23.74695
C  11.53536  19.50572  22.88341
H  17.65574  20.29600  24.93421
H  18.71249  19.40967  23.74535
H  18.58167  18.82046  25.35057
H  17.29767  16.68747  25.22377
H  17.73292  16.89735  23.52342
H  15.83784  15.57744  23.82341
H  15.60680  16.89146  22.59104
H  14.68641  16.43122  25.36022
H  12.86585  16.06473  25.03163
H  13.61075  15.38736  23.51026
H  11.55392  16.80573  22.69719
H  13.05151  17.42473  22.26220
H  11.66312  20.50651  23.29596
H  10.48175  19.25266  22.76522
H  12.02284  19.54275  21.90920